# 1
A structure of composition C28H27F5O2PTi, computed with ωB97M-V/def2-TZVPD.

Each line ends with the Löwdin spin population.
Atoms and positions in Å:
Ti: 1.131 -0.672 -1.113  0.946
C: 2.858 1.022 -4.007  -0.004
C: 4.035 1.169 -3.212  0.014
C: 3.906 1.491 -1.830  0.000
C: 2.623 1.621 -1.256  0.009
C: 1.456 1.583 -2.062  -0.006
C: 1.600 1.308 -3.438  0.013
H: 3.004 0.839 -5.092  0.000
H: 5.053 1.127 -3.624  0.001
H: 4.777 1.588 -1.195  0.000
H: 2.511 1.879 -0.201  0.002
H: 0.504 1.945 -1.656  0.001
H: 0.792 1.436 -4.171  0.001
F: 1.749 -3.160 0.392  0.004
C: 2.389 -1.989 0.107  -0.007
F: 3.039 -1.592 1.167  0.000
C: 3.489 -2.268 -1.019  0.000
F: 4.664 -1.688 -0.876  0.000
F: 2.879 -1.535 -2.119  0.005
F: 3.685 -3.513 -1.380  -0.001
C: -0.583 -1.097 -3.717  0.007
C: -0.556 -2.448 -3.022  0.005
O: 0.295 -2.407 -1.797  0.017
H: -1.320 -1.200 -4.527  0.001
H: 0.388 -0.759 -4.062  0.001
H: -0.940 -0.251 -3.078  0.002
H: -0.174 -3.235 -3.680  0.000
H: -1.575 -2.703 -2.732  0.000
H: 0.362 -3.224 -1.317  0.002
O: 0.050 -0.115 0.199  -0.011
P: -1.009 0.221 1.352  -0.001
C: -1.579 1.874 1.165  0.000
C: -0.665 2.808 0.652  0.000
C: -1.084 4.065 0.249  0.000
C: -2.404 4.401 0.406  0.000
C: -3.293 3.512 1.001  0.000
C: -2.926 2.249 1.366  0.000
C: -0.080 0.124 2.831  0.000
C: 0.127 1.282 3.591  0.000
C: 0.980 1.246 4.687  0.000
C: 1.610 0.082 5.040  0.000
C: 1.389 -1.074 4.336  0.000
C: 0.622 -1.029 3.175  0.000
C: -2.360 -0.904 1.196  0.000
C: -2.795 -1.024 -0.103  0.000
C: -3.785 -1.937 -0.451  0.000
C: -4.283 -2.716 0.572  0.000
C: -3.837 -2.555 1.884  0.000
C: -2.877 -1.662 2.239  0.000
H: 0.371 2.472 0.532  0.000
H: -0.358 4.783 -0.162  0.000
H: -2.818 5.328 0.084  0.000
H: -4.316 3.846 1.171  0.000
H: -3.659 1.561 1.748  0.000
H: -0.406 2.210 3.326  0.000
H: 1.100 2.124 5.302  0.000
H: 2.291 0.017 5.908  0.000
H: 1.863 -2.010 4.655  0.000
H: 0.587 -1.894 2.541  0.000
H: -2.443 -0.329 -0.832  0.000
H: -4.141 -1.952 -1.462  0.000
H: -5.062 -3.443 0.388  0.000
H: -4.320 -3.182 2.676  0.000
H: -2.534 -1.644 3.255  0.000

Summary:
DFT total energy   -2923.3231 a.u.
HOMO level (spin up / spin down)   -14.7694 / -14.7696 eV
Energy relative to the best compared isomer or geometry (same formula, charge and spin)   69.33 kJ/mol
Multiplicity   2
Net charge   +2
Lowest unoccupied orbital energy (spin up / spin down)   -6.27 / -6.19 eV

---

# 2
A structure of composition C28H27FN3O6PRuS5Te, computed with ωB97M-V/def2-TZVPD.

Each line ends with the Löwdin spin population.
Atoms and positions in Å:
Ru: -0.603 -0.456 -0.249  3.223
S: 0.569 -7.764 0.085  0.003
C: 0.439 -6.131 0.087  0.005
S: 1.275 -5.095 -1.043  0.009
C: 0.592 -3.566 -0.498  0.033
C: -0.271 -3.651 0.560  0.022
S: -1.119 -2.327 1.242  0.168
S: -0.558 -5.253 1.210  0.006
S: 1.006 -2.123 -1.324  0.169
C: 6.086 2.130 1.581  0.000
C: 5.754 1.778 0.138  0.001
C: 6.578 0.591 -0.370  0.000
C: 6.435 0.527 -1.885  0.000
C: 4.991 0.676 -2.292  0.002
C: 4.633 0.390 -3.606  0.006
C: 3.301 0.398 -3.972  0.001
F: 2.989 0.124 -5.262  0.000
C: 2.299 0.662 -3.066  0.005
C: 2.644 1.009 -1.754  0.001
C: 1.585 1.282 -0.790  0.042
O: 0.370 1.310 -1.143  0.031
C: 2.047 1.525 0.557  0.014
C: 3.373 1.636 0.836  0.011
N: 4.348 1.475 -0.096  0.014
C: 4.005 1.057 -1.375  0.004
C: 1.099 1.492 1.728  0.025
O: 1.395 2.016 2.793  0.032
O: 0.033 0.813 1.549  0.208
H: 7.134 2.418 1.636  0.000
H: 5.922 1.285 2.245  0.000
H: 5.494 2.976 1.919  0.000
H: 6.004 2.648 -0.492  0.001
H: 6.202 -0.329 0.080  0.000
H: 7.625 0.712 -0.089  0.000
H: 6.814 -0.426 -2.264  0.000
H: 7.038 1.319 -2.345  0.000
H: 5.390 0.138 -4.334  0.000
H: 1.257 0.600 -3.345  0.000
H: 3.666 1.834 1.855  0.001
C: -3.158 4.360 2.946  0.000
C: -2.248 3.142 2.978  0.001
O: -2.534 2.311 1.870  0.003
P: -2.612 0.714 2.029  0.038
O: -2.802 0.204 0.649  0.058
Te: -1.051 -0.020 3.714  0.727
O: -4.001 0.491 2.884  0.034
C: -5.090 -0.151 2.255  0.002
C: -4.859 -1.647 2.118  0.003
H: -2.911 5.007 3.784  0.000
H: -4.198 4.054 3.029  0.000
H: -3.030 4.901 2.009  0.000
H: -2.398 2.582 3.913  0.002
H: -1.195 3.442 2.923  0.000
H: -5.261 0.293 1.268  0.001
H: -5.956 0.054 2.894  0.000
H: -3.922 -1.803 1.586  0.002
H: -5.666 -2.113 1.556  0.000
H: -4.784 -2.110 3.099  0.001
N: -4.052 0.526 -2.149  0.010
C: -2.697 0.645 -2.196  0.020
N: -2.081 -0.497 -2.038  0.048
C: -3.073 -1.431 -1.825  0.008
C: -2.987 -2.790 -1.543  0.002
C: -4.166 -3.463 -1.304  0.000
C: -5.405 -2.824 -1.381  0.001
C: -5.511 -1.482 -1.686  0.000
C: -4.329 -0.790 -1.889  0.003
H: -4.722 1.276 -2.165  0.001
H: -2.203 1.584 -2.371  0.001
H: -2.029 -3.287 -1.489  0.000
H: -4.134 -4.508 -1.040  0.000
H: -6.303 -3.392 -1.189  0.000
H: -6.467 -0.982 -1.742  0.000

Summary:
DFT total energy   -4494.1685 a.u.
HOMO level (spin up / spin down)   -3.2712 / -3.4981 eV
Energy relative to the best compared isomer or geometry (same formula, charge and spin)   135.35 kJ/mol
Multiplicity   6
Net charge   -1
Lowest unoccupied orbital energy (spin up / spin down)   1.92 / 1.73 eV

---

# 3
A structure of composition C28H27N3O2PRuS2, computed with ωB97M-V/def2-TZVPD.

Each line ends with the natural charge from an NBO analysis.
Atoms and positions in Å:
Ru: 0.240 0.166 0.045  0.218
N: 0.302 -1.743 1.018  -0.738
C: -0.624 -2.059 2.111  0.115
C: -0.550 -3.297 2.728  -0.221
C: -1.480 -3.638 3.697  -0.174
C: -2.481 -2.742 4.046  -0.197
C: -2.540 -1.498 3.438  -0.188
C: -1.597 -1.137 2.478  -0.292
P: -1.597 0.462 1.631  0.982
C: -0.539 1.509 2.731  -0.334
C: -0.242 2.802 2.297  -0.227
C: 0.541 3.636 3.077  -0.196
C: 1.039 3.190 4.298  -0.204
C: 0.732 1.915 4.742  -0.214
C: -0.056 1.075 3.960  -0.183
C: -3.182 1.289 1.984  -0.268
C: -3.393 2.072 3.118  -0.209
C: -4.629 2.666 3.322  -0.205
C: -5.654 2.495 2.401  -0.179
C: -5.452 1.715 1.273  -0.193
C: -4.220 1.115 1.066  -0.219
H: 0.111 -2.395 0.259  0.409
H: 1.254 -1.934 1.313  0.410
H: 0.224 -4.000 2.440  0.223
H: -1.433 -4.612 4.165  0.233
H: -3.215 -3.011 4.794  0.233
H: -3.312 -0.793 3.719  0.234
H: -0.626 3.158 1.347  0.233
H: 0.765 4.637 2.733  0.226
H: 1.667 3.836 4.897  0.225
H: 1.100 1.570 5.699  0.223
H: -0.294 0.080 4.317  0.210
H: -2.604 2.221 3.841  0.231
H: -4.790 3.268 4.206  0.227
H: -6.609 2.975 2.563  0.227
H: -6.250 1.575 0.556  0.226
H: -4.061 0.509 0.180  0.218
O: -0.101 1.856 -1.077  -0.446
N: -0.954 1.696 -2.024  0.181
N: -1.426 0.535 -2.140  0.140
O: -1.056 -0.478 -1.352  -0.561
C: -2.429 0.262 -3.139  0.160
C: -3.038 -0.981 -3.129  -0.241
C: -4.015 -1.249 -4.078  -0.194
C: -4.367 -0.289 -5.013  -0.194
C: -3.738 0.950 -5.005  -0.190
C: -2.762 1.238 -4.068  -0.234
H: -2.755 -1.714 -2.390  0.243
H: -4.500 -2.215 -4.081  0.226
H: -5.134 -0.501 -5.744  0.227
H: -4.010 1.701 -5.734  0.228
H: -2.270 2.199 -4.052  0.246
C: 4.507 0.109 -1.848  -0.667
C: 3.307 0.224 -0.957  -0.148
S: 1.870 -0.413 -1.461  0.367
C: 3.387 0.832 0.335  -0.195
C: 4.669 1.403 0.875  -0.667
S: 2.051 0.873 1.307  0.389
H: 4.245 -0.363 -2.791  0.247
H: 5.290 -0.481 -1.368  0.242
H: 4.918 1.098 -2.055  0.245
H: 5.509 1.236 0.206  0.230
H: 4.904 0.962 1.844  0.250
H: 4.558 2.477 1.027  0.253

Summary:
DFT total energy   -2630.2926 a.u.
HOMO level (spin up / spin down)   -10.7942 / -10.8099 eV
Energy relative to the best compared isomer or geometry (same formula, charge and spin)   100.14 kJ/mol
Net charge   +1
Lowest unoccupied orbital energy (spin up / spin down)   -4.79 / -4.79 eV

---

Which of these has the highest energy relative to the best compared isomer or geometry (same formula, charge and spin)?
C28H27FN3O6PRuS5Te

---

The lowest energy relative to the best compared isomer or geometry (same formula, charge and spin) belongs to which entry?
C28H27F5O2PTi

---

Number 1 is which compound?
C28H27F5O2PTi